The following is a quantum chemistry calculation of a structure of composition C38H50GeN5O12OsP, from OMol25.

Structure (XYZ):
```
108
Properties=species:S:1:pos:R:3:forces:R:3:mulliken_spin:R:1
C -2.002606 -2.597077 -2.512059 0.0452 0.0031 0.0255 0.00
C 1.693991 -4.070318 1.617989 -0.0379 -0.0294 -0.0138 0.00
C -6.420283 0.669886 1.734888 -0.0010 0.0014 0.0127 0.00
H 0.038528 3.761469 -6.459922 -0.0055 -0.0010 -0.0005 0.00
O 2.421923 -2.186569 0.391086 0.0737 -0.0652 0.0012 0.01
C -1.659896 -1.497970 1.113631 -0.0258 0.1258 -0.2558 0.02
O 0.601428 0.188325 1.037312 0.1019 -0.0172 -0.2305 -0.01
Os 0.112159 0.615493 -1.059331 -0.1672 0.7264 0.0067 0.84
H 5.672633 2.023350 0.950895 -0.0015 0.0005 0.0009 0.00
N -0.415920 2.401668 -4.901072 0.0978 0.0032 -0.0041 0.02
O -2.097212 -0.264026 0.992926 -0.3948 -0.1791 0.0197 0.00
H 0.109623 2.043248 -6.886772 -0.0018 0.0033 -0.0019 0.00
O -1.958886 -2.974621 -4.773702 0.0562 0.0490 0.0106 0.00
O -2.308965 -6.337545 0.262540 0.0060 0.0061 0.0068 0.00
C 0.733427 0.625353 5.274110 -0.0158 -0.0046 0.0085 0.00
C -5.044376 0.579043 1.585267 0.0052 -0.0466 0.0011 0.00
H 6.329936 -0.424796 0.931584 -0.0004 0.0014 -0.0043 0.00
H 3.197112 0.956030 2.431410 -0.0123 -0.0059 -0.0136 0.00
C 0.089169 -0.050332 6.301462 -0.0041 0.0002 0.0013 0.00
C 5.440870 -0.660220 0.344975 0.0401 0.0174 0.0122 0.00
H 0.337190 5.250699 1.545291 0.0042 -0.0019 0.0008 0.00
H -0.970705 0.576610 -3.354143 -0.0556 0.0287 0.0654 -0.01
C 3.962209 0.218344 2.171158 -0.0134 0.0021 0.0106 0.00
C 1.497392 4.207397 -3.761999 0.0047 -0.0253 0.0052 0.00
C -1.196205 3.457857 -0.875011 0.0771 -0.1010 -0.1081 0.05
O 3.651780 -1.708237 -1.852024 0.0316 -0.0114 -0.0361 0.00
C -6.957781 1.226967 2.887057 0.0043 0.0044 -0.0059 0.00
C -1.935857 -0.088370 5.008677 -0.0205 -0.0226 -0.0058 0.00
O 1.286666 -0.878473 -1.413422 0.1815 -0.0186 -0.2308 0.03
N -2.013798 -2.128826 -3.909916 -0.0549 -0.1951 0.0324 0.00
H 1.617896 4.777584 -2.838417 0.0127 0.0021 -0.0082 0.00
O 3.113611 0.122986 -0.077016 -0.1105 0.0551 -0.0186 0.01
H 1.578513 0.245471 1.060263 0.0255 0.0291 -0.0085 0.00
C 0.217854 2.109759 -3.746781 -0.3335 -0.0445 0.0528 0.01
C -4.744132 1.599252 3.743671 0.0030 0.0215 0.0126 0.00
N -2.346390 -5.919112 -0.875883 0.0280 0.0043 -0.0148 0.00
P 2.711139 -1.236901 -0.841171 -0.1649 -0.0217 0.0003 0.01
C -2.167354 -4.471736 -1.064840 -0.0597 -0.0449 0.0225 0.00
H 2.384777 1.220369 -2.537325 0.0581 -0.0489 -0.0217 0.00
H -2.361851 1.677435 -0.560660 -0.0497 0.0249 0.0065 -0.02
H 0.682111 -3.667308 1.691082 0.0383 0.0195 0.0161 0.00
C -1.967148 -3.664917 0.036011 -0.0767 0.0631 0.0122 0.00
H 5.692206 -0.610879 -0.712302 -0.0127 -0.0084 -0.0019 0.00
O -1.488065 -0.461548 -1.660540 -0.2040 -0.1665 0.6067 -0.01
H 1.773943 0.905306 5.378127 0.0047 0.0011 0.0023 0.00
C -1.299633 0.591032 3.971127 0.0375 -0.0056 -0.0282 0.00
H 1.396498 -5.152781 -0.910270 -0.0110 -0.0101 0.0111 0.00
H -0.616602 3.469121 2.934732 -0.0069 -0.0026 0.0003 0.00
H -2.357546 -4.595611 -3.192149 0.0000 -0.0030 0.0011 0.00
H -4.102052 1.963641 4.538056 0.0082 -0.0022 -0.0037 0.00
H 4.348590 -3.922506 1.070306 0.0046 0.0124 -0.0069 0.00
H -2.225561 2.582193 -5.895123 0.0064 0.0240 0.0123 0.00
H 1.944611 -3.745171 -1.822068 0.0157 -0.0014 -0.0052 0.00
H -2.973847 -0.384436 4.911780 -0.0026 0.0076 -0.0030 0.00
H 0.492338 -3.635309 -0.798661 0.1172 -0.0012 -0.0251 0.00
H -6.538867 2.124852 4.790086 -0.0003 0.0008 -0.0010 0.00
H 0.627165 -0.297949 7.207100 0.0007 -0.0037 -0.0023 0.00
H 5.141207 -1.679798 0.583407 -0.0078 -0.0003 -0.0050 0.00
H -1.787726 0.903841 -5.525188 -0.0016 0.0629 0.0143 0.00
H 5.049301 1.828167 -0.689694 -0.0064 0.0038 -0.0225 0.00
C 2.228675 2.287855 -2.410359 -0.0440 -0.1030 -0.0417 -0.01
H 4.823354 0.407701 2.812026 0.0178 -0.0151 -0.0099 0.00
C -1.518121 2.416553 1.293107 0.1348 0.0622 0.1160 -0.02
H 0.621648 4.580224 -4.283506 -0.0106 -0.0026 0.0030 0.00
Ge -2.283903 0.968797 2.358451 0.1211 0.0514 0.0246 0.00
C -0.448094 4.470231 -0.289294 0.0847 0.0654 0.0784 0.01
H -8.031282 1.296892 3.003319 0.0007 -0.0016 0.0019 0.00
H 3.588202 -0.784010 2.383723 -0.0129 0.0059 0.0007 0.00
H 1.638811 -5.157236 1.683948 -0.0052 -0.0111 -0.0083 0.00
C 3.760456 -4.212576 0.198187 -0.0052 -0.0256 0.0024 0.00
H -0.059196 5.280955 -0.892278 -0.0077 -0.0097 -0.0031 0.00
O -1.164628 -1.944225 2.125722 0.1616 -0.1142 0.1877 0.00
H 1.865981 2.511202 -1.390898 -0.0279 0.0012 0.1408 0.00
H 4.245807 -3.851875 -0.707404 0.0046 0.0103 0.0018 0.00
H 4.000622 2.471161 0.597524 -0.0154 -0.0071 -0.0123 0.00
C 4.361730 0.342388 0.709647 -0.0973 -0.0290 0.0040 0.00
C 0.327158 2.771591 -6.104626 0.0088 -0.0097 0.0199 0.00
N -0.288217 1.198114 -2.923129 0.3590 -0.0970 -0.1931 0.04
O -2.507674 -6.595127 -1.869086 -0.0153 0.0130 0.0068 0.00
H 0.559479 1.460602 3.315504 -0.0253 -0.0111 0.0183 0.00
C -0.233285 4.457314 1.079487 0.0015 0.0569 -0.1095 0.00
C -1.244555 -0.408435 6.167612 0.0091 0.0073 0.0012 0.00
C -1.786053 -2.303043 -0.132532 -0.0720 -0.0527 -0.0242 -0.02
H -4.633431 0.133034 0.686818 -0.0012 0.0145 0.0023 0.00
H 0.409913 -0.715238 1.347047 -0.0847 -0.0535 0.2016 0.00
H -1.964679 -4.088522 1.030622 0.0082 -0.0074 0.0029 0.00
H 1.395512 2.753471 -5.912727 0.0034 0.0024 -0.0049 0.00
C -6.120646 1.692343 3.890814 0.0030 -0.0025 0.0041 0.00
C -2.198931 -3.953116 -2.339460 -0.0133 0.0049 0.0021 0.00
C -1.751852 -1.720414 -1.422377 0.2064 0.0083 -0.2313 0.02
H 3.192949 2.780970 -2.522637 0.0137 0.0079 0.0787 0.00
H 2.379447 4.362622 -4.384162 -0.0052 0.0155 -0.0076 0.00
N 1.330708 2.796438 -3.426315 0.1666 0.1207 0.0731 0.02
H -1.407464 3.492728 -1.934351 -0.0256 -0.0304 -0.0629 0.00
H 2.281825 -3.707708 2.462107 -0.0095 0.0081 0.0035 0.00
H -2.371385 1.983063 -4.241634 -0.0016 -0.0128 0.0250 0.00
C -4.194534 1.039103 2.591128 -0.0088 0.0406 -0.0497 0.00
C -1.775449 1.929116 -5.149785 0.0026 0.0156 -0.0715 0.00
C 1.491388 -4.066495 -0.883694 -0.0117 -0.0133 -0.0101 0.00
C 2.346718 -3.673064 0.308817 -0.0247 0.0923 -0.0042 0.00
H -7.073848 0.303411 0.954162 0.0019 0.0007 -0.0009 0.00
C 0.042125 0.942320 4.114547 0.0343 0.0353 0.0072 0.00
C 4.792107 1.755385 0.366754 -0.0215 0.0091 -0.0060 0.00
O -2.106684 -0.933997 -4.144600 -0.0105 0.0088 0.0342 0.00
H 3.726722 -5.302192 0.164795 -0.0036 0.0001 0.0000 0.00
H -1.746368 -0.940927 6.964559 0.0004 0.0022 0.0010 0.00
C -1.716481 2.420275 -0.098934 0.1066 -0.1603 -0.1485 0.02
C -0.773073 3.442946 1.862851 -0.1195 -0.1060 0.0514 0.00
```
Positions in Å, forces in eV/Å.

Output
charge = +1
total energy = -140503.4216 eV
spin multiplicity = 2
expectation value of S² = 0.754
orbital gap (alpha / beta) = 7.86 / 7.29 eV

***

The following is a quantum chemistry calculation of the ion C3H2N2O4P with charge -1 at a distorted geometry, from OMol25.

Structure (XYZ):
```
12
Properties=species:S:1:pos:R:3:forces:R:3:mulliken_charge:R:1
C 0.910823 -0.564063 0.324061 -1.7027 0.6807 -0.1346 -0.29
O -1.339293 0.078812 0.526978 -0.5899 0.8169 0.2813 -0.23
N -0.102482 0.376641 0.127776 1.9445 -0.9084 0.0453 0.43
C 0.654321 1.711309 -0.257626 -1.5188 0.2754 -1.2338 0.37
O 0.032573 2.681590 -0.667114 0.2444 -0.6702 0.8255 -0.60
O -3.297578 -1.566779 0.801801 0.1380 0.6169 -0.0789 -0.55
O -2.201169 -1.509697 -1.575010 0.2125 0.6739 0.6170 -0.53
C 2.048226 0.108719 0.107134 4.2637 -0.7517 0.6824 -0.18
H 3.118356 -0.330910 0.338649 -2.3238 0.8270 -0.6805 0.27
N 1.956908 1.409573 -0.243078 -0.7672 -0.1440 0.2572 -0.65
P -2.533258 -0.883422 -0.267372 0.3194 -1.0398 -0.6176 0.58
H 0.752576 -1.511770 0.783801 -0.2200 -0.3769 0.0366 0.39
```
Positions in Å, forces in eV/Å.

Output
charge = -1
total energy = -23602.1683 eV
SMILES = O=P(=O)On1ccnc1[O-]
orbital gap (alpha / beta) = 6.90 / 4.74 eV

***

The following is a quantum chemistry calculation of a cluster of 8 separate species, C26H74N6O8 in total at a distorted geometry, from OMol25.

Structure (XYZ):
```
114
Properties=species:S:1:pos:R:3:forces:R:3:mulliken_charge:R:1
H 1.816913 0.492929 17.234736 -0.2383 0.2420 -0.0231 0.36
H -0.289534 -2.709771 16.988491 0.0698 0.0861 -0.2507 0.45
C -0.091557 -0.807511 21.554303 0.0606 -0.4370 0.2246 -0.38
H 2.138354 1.893477 16.153256 0.0322 -0.2983 -0.5759 0.42
H -2.362675 11.551940 22.346686 -0.0791 0.4908 0.1028 0.22
H -0.240289 1.393431 25.991959 0.0767 0.0035 0.2392 0.43
C -4.278377 5.783891 22.487890 -0.2655 0.9612 -0.9600 -0.83
H 1.348820 3.837005 21.754703 0.2717 -0.1609 -0.1953 -1.28
H -0.475368 10.681191 20.977708 0.2462 -0.0162 -0.0483 0.22
H -0.209830 5.268093 22.609845 -0.0011 0.0566 -0.1262 -0.21
H -3.880964 6.566845 23.155272 -0.3257 -0.1728 -0.0430 0.42
H -1.224246 1.962989 20.458660 -0.1163 0.1358 0.3479 0.10
C -0.874439 3.259439 24.130387 0.3828 -0.8970 1.5895 0.20
H 3.729880 5.131930 20.788986 -0.0604 0.2186 -0.3368 0.35
C 2.442303 4.002970 21.717651 -0.9766 -1.3466 1.4290 2.06
H 0.294312 -2.320033 19.358265 -0.0637 0.3375 -0.0232 0.42
C -1.834457 2.271371 24.820220 1.5023 -0.7422 -1.2390 0.22
H -0.100703 -0.953008 16.698066 -0.1235 -0.2355 0.0657 0.14
H -2.395879 8.424735 21.137614 -0.0110 -0.3075 -0.1519 0.18
C 2.971345 4.640725 25.241705 -0.2243 0.9959 -0.2475 -0.86
H 0.302479 4.508434 17.915993 0.1155 -0.1697 -0.2196 0.11
C -0.984217 1.080223 25.266691 -0.4050 0.1037 0.4485 -1.59
C -6.923945 1.674643 20.585697 -0.4378 -0.1507 0.2754 -0.76
H -1.514216 9.077697 23.293363 0.3851 -0.1730 0.1147 0.32
H 2.607272 4.509539 19.784709 0.0245 0.1197 -0.1711 0.16
H -5.428214 3.067836 21.278967 -0.0426 0.0900 -0.0100 -0.10
H -0.483105 2.813129 23.203118 -0.1485 0.0869 0.0541 -0.35
H 2.951664 2.150873 20.690525 -0.1994 -0.0797 0.2545 0.35
H 0.305446 -0.501576 19.199529 -0.1248 -0.3599 -0.2338 -0.08
O 2.383089 4.385161 17.732246 -0.8433 -0.0982 0.3491 -0.42
H 0.122022 8.853600 22.544067 -0.3487 0.3218 0.2947 0.20
H -10.121192 2.487218 20.892710 0.3415 -0.1812 -0.1766 0.23
C 3.171291 2.642761 21.646534 0.5058 0.7526 -0.6222 -1.68
H -0.506868 1.946362 16.608184 0.2796 -0.3566 -0.3219 0.30
H 2.177722 5.695042 22.978035 0.0490 -0.2845 0.1885 0.44
H 2.861267 4.045605 26.151827 -0.1361 -0.1031 -0.4067 0.26
N -2.332708 -0.340929 18.209132 0.3072 -0.7101 0.2681 -0.68
H 4.254783 2.856965 21.600452 -0.2345 -0.1254 0.2085 0.37
C -1.257152 10.093610 21.475935 1.6731 1.0187 -0.2530 0.59
H -1.583190 -1.763574 16.189760 0.0736 -0.1334 0.0186 0.39
H -0.086196 5.820865 24.286395 -0.1610 0.2945 -0.0283 0.20
C -0.669782 9.580354 22.793564 -0.8591 -0.5142 -0.1355 -1.25
H -1.523534 6.275200 20.119728 -0.0618 0.1844 0.2799 0.01
H -1.616035 0.310616 25.725380 0.1431 0.0410 -0.0420 0.44
H -2.107950 9.295159 19.659890 0.3190 0.1237 -0.1906 0.35
H -3.382807 2.518951 23.550702 -0.5973 -0.1670 -0.2451 -0.02
H 3.833329 5.080968 22.925545 -0.2359 -0.1760 0.0674 0.63
H -0.294122 10.326745 23.498551 0.0101 0.1748 -0.3992 0.41
N -0.322459 1.934033 17.605874 -0.7245 -0.1539 -0.5506 0.25
H -0.024812 3.473163 24.797888 0.0646 -0.1254 -0.1171 0.29
H 3.441253 6.106508 17.852294 -0.0622 0.0557 -0.1171 0.29
H -2.777219 -0.273664 19.114793 -0.0057 0.4072 0.1065 0.29
H -3.748731 5.895472 21.521166 -0.0730 -0.0899 0.2179 0.08
H 0.768378 -1.509575 21.580724 -0.3061 0.2998 0.3290 0.39
H 1.223342 2.410158 18.919257 -0.3246 0.0491 0.1600 -0.65
O 2.547334 3.963669 24.072576 0.1825 -0.5647 1.5819 -0.30
H 0.949942 3.904757 16.308638 -0.1983 0.3321 0.3590 0.48
H -3.306900 4.506847 23.509988 -0.0702 -0.2200 -0.2435 0.53
H -7.050032 1.073692 19.665615 -0.2000 -0.0273 0.2276 0.40
C 2.042454 1.561062 17.178146 0.6534 0.4193 0.1017 -1.74
O -1.585427 4.416219 23.939642 -0.2662 2.7460 -1.0208 -0.51
H -4.297447 1.079904 20.776321 -0.0784 0.3150 -0.3854 0.27
H 2.379598 5.573824 25.302658 0.0127 -0.2611 0.4281 0.32
H -4.851427 1.145912 19.231581 0.3289 -0.4234 -0.3897 0.27
H -3.111422 2.823885 19.503728 -0.9368 -0.5164 -0.1434 0.39
H -1.481049 6.371670 23.204255 0.3644 -0.2959 0.3685 -0.20
H -0.453905 0.637725 24.430290 -0.0296 -0.0266 -0.2504 0.21
H -2.339794 2.725009 25.688547 0.1435 0.0913 -0.3056 0.27
C -5.982582 3.589786 19.248018 -0.1151 0.0626 1.1392 -1.66
H -6.755817 1.005903 21.447704 -0.0291 -0.1116 -0.2684 0.38
H 0.166524 6.350738 19.597765 -0.1057 0.2465 -0.0266 -0.30
C -0.324490 -1.401096 19.350075 -1.0120 0.2274 -0.1066 -0.18
O -4.146391 4.505138 23.011977 0.2938 -0.5790 0.6947 -0.58
H -1.742374 0.473701 18.059685 -0.1225 0.1389 0.1983 0.30
H -5.343869 5.961658 22.279291 0.3050 0.1367 0.1889 0.41
C -0.786806 5.565331 23.486848 -0.6553 -1.3170 0.1278 0.37
H -3.206797 0.997218 24.183749 -0.7269 -0.2541 -0.2191 0.31
H 4.008363 4.999812 25.148167 0.0019 -0.4058 0.0084 0.35
H -1.135929 7.203954 18.668532 0.0750 -0.4672 -0.2477 0.49
C -1.538333 3.022767 20.525577 0.9633 -1.0429 -0.3851 -0.06
H -6.834552 4.186917 19.602591 0.3303 -0.0260 -0.0032 0.43
C -1.611660 8.963822 20.581352 -0.6996 -1.7571 0.0537 -0.66
H -9.413249 0.918139 21.334241 0.0879 0.0586 -0.0894 0.29
N -2.734441 1.777090 23.761934 0.4449 0.3228 0.8150 -0.24
H -2.694264 11.328227 20.727439 0.0435 0.1472 0.2969 0.23
C 2.766791 4.755559 22.972246 0.5224 0.7353 -0.4306 -0.86
O -1.011613 -1.261999 20.579389 0.7909 0.4551 0.4568 -0.40
C 1.071580 3.898031 17.413435 1.2183 -0.2524 -0.3145 -0.50
H -2.026070 -2.385919 18.529241 -0.0977 0.1569 0.2458 0.44
H 1.673295 6.372774 17.694587 0.1131 -0.2576 0.3211 0.26
H 0.314192 0.198244 21.352154 -0.2330 -0.1362 -0.2020 -0.01
N -2.454839 10.883668 21.606913 -0.5729 -0.2717 0.3008 -0.67
N 2.736858 4.923170 20.702685 0.6292 0.6831 -1.7045 -0.44
H -6.317269 3.215543 18.271183 0.4637 -0.3886 0.2310 0.35
O -8.093473 2.452413 20.843080 1.1164 0.4730 0.1137 -0.29
O -2.296931 3.313777 19.366588 0.4463 0.9306 0.3757 -0.71
C -9.303948 1.786391 20.665968 -0.2944 -0.3097 -0.1198 -0.76
C 2.521976 5.739391 17.396992 0.0248 0.2985 -0.9955 -0.78
C -0.766030 6.922016 19.661204 -0.3079 0.1512 -0.5693 -0.01
H -1.060295 2.553666 17.932437 0.1171 0.1566 0.6794 0.01
H -9.367140 1.447096 19.623732 -0.3153 -0.0865 0.0762 0.33
C -1.429949 -1.496594 18.294799 -0.0340 -0.1337 -0.1079 0.32
H 2.978916 1.988672 22.492660 -0.1541 -0.0031 -0.0229 0.33
H 3.032969 1.709570 17.625854 -0.2112 0.0357 -0.0396 0.35
N -4.554197 1.714537 20.009154 0.6762 -0.7389 0.1898 -0.50
H -0.622723 -0.774350 22.505598 0.1742 -0.1019 0.0259 0.18
H -5.111744 4.244731 19.155594 -0.1250 -0.0792 -0.2739 0.38
H -0.598484 3.575939 20.470387 -0.1129 0.3484 0.1260 -0.39
O -0.503651 8.118238 20.340524 0.2972 0.5172 0.6672 -0.36
C 1.007532 2.447996 17.846131 -0.1316 -0.1196 0.7441 0.91
C -0.813369 -1.750514 16.963490 0.5150 0.0589 -0.9156 -1.56
C -5.673473 2.526919 20.362996 -1.6693 1.5647 -0.4903 0.61
H -2.023776 3.166941 21.497999 -0.2017 0.2581 -0.3670 0.77
H 2.565682 5.810911 16.292183 0.2546 0.2217 0.3229 0.35
```
Positions in Å, forces in eV/Å.

Output
charge = 0
total energy = -53479.2900 eV
SMILES = COC[C@H](C)N.COC[C@H](C)N.COC[C@H](C)N.COC[C@H](C)N.COC[C@H](C)N.COC[C@H](C)N.CO.CO
orbital gap = 9.49 eV

***

> Among the records above, which one has the highest total energy?

C3H2N2O4P

***

> Which of these has the lowest total energy?

C38H50GeN5O12OsP